A structure of composition C26H35N4O9PReS2Se4. Source: the Open Molecules 2025 dataset; level of theory: ωB97M-V with the def2-TZVPD basis set.

The HOMO energy (alpha / beta) comes out at -2.10 / -2.42 eV. As for the spin multiplicity: 4. As for the LUMO energy (alpha / beta): 3.938 / 3.342 eV. The charge is -2. The molar mass comes out at 1144.74 g/mol. The calculation puts the HOMO-LUMO gap (alpha / beta) at 6.04 / 5.77 eV.

Geometry (Å):
Re  0.039  1.018  0.160
Se  2.403  1.084  1.447
Se  2.365  1.653  3.617
Se  -0.851  4.197  2.966
Se  0.018  3.420  1.032
C  0.000  1.368  -3.429
C  0.799  2.415  -2.672
O  1.400  3.290  -3.292
O  0.845  2.311  -1.383
H  0.323  1.352  -4.469
H  -1.059  1.635  -3.403
H  0.101  0.374  -2.990
C  -1.504  0.956  3.795
O  -1.682  -0.222  3.003
P  -0.723  -0.481  1.721
O  -1.640  -1.697  1.137
C  -3.007  -1.486  0.812
O  0.475  -1.371  2.301
C  0.277  -2.620  2.960
H  -1.909  0.737  4.784
H  -2.040  1.794  3.355
H  -0.454  1.236  3.880
H  -3.272  -2.212  0.045
H  -3.178  -0.485  0.419
H  -3.625  -1.633  1.701
H  1.126  -2.763  3.626
H  0.261  -3.424  2.223
H  -0.651  -2.619  3.534
S  0.088  -2.503  -2.472
N  -1.608  1.201  -0.621
C  -2.675  1.589  -1.187
C  -3.303  2.850  -0.686
C  -3.634  3.885  -1.559
C  -4.159  5.072  -1.073
C  -4.358  5.240  0.292
C  -4.017  4.220  1.166
C  -3.490  3.033  0.679
C  -3.342  0.771  -2.228
C  -4.631  1.066  -2.679
C  -5.251  0.256  -3.620
C  -4.601  -0.865  -4.120
C  -3.326  -1.174  -3.661
C  -2.704  -0.366  -2.726
H  -3.456  3.761  -2.621
H  -4.393  5.876  -1.761
H  -4.753  6.174  0.673
H  -4.125  4.356  2.234
H  -3.180  2.251  1.363
H  -5.158  1.925  -2.287
H  -6.251  0.501  -3.958
H  -5.088  -1.497  -4.854
H  -2.798  -2.050  -4.017
H  -1.713  -0.640  -2.379
C  4.809  -2.077  4.312
C  4.994  -1.424  2.952
S  4.756  -2.623  1.660
O  5.812  -3.608  1.742
O  3.383  -3.051  1.711
C  5.046  -1.634  0.192
C  4.398  -2.106  -1.114
N  2.961  -1.899  -1.146
C  2.398  -0.636  -1.104
N  1.148  -0.641  -0.746
C  0.704  -2.056  -0.800
C  1.962  -2.798  -0.859
N  2.121  -4.133  -0.635
O  3.195  -4.689  -0.986
O  1.163  -4.750  -0.135
C  3.208  0.523  -1.575
H  4.998  -1.335  5.087
H  5.488  -2.919  4.447
H  3.784  -2.428  4.425
H  5.992  -1.001  2.826
H  4.250  -0.643  2.785
H  6.131  -1.624  0.074
H  4.708  -0.630  0.456
H  4.579  -3.160  -1.299
H  4.848  -1.522  -1.919
H  0.026  -2.335  -0.010
H  3.495  0.327  -2.611
H  4.109  0.677  -0.985
H  2.621  1.435  -1.524


A cluster of 2 separate species, C4H11BS in total at a distorted geometry. Source: the Open Molecules 2025 dataset; level of theory: ωB97M-V with the def2-TZVPD basis set.

The SMILES is C=BC.CCS. The HOMO energy comes out at -8.23 eV. As for the LUMO energy: 0.529 eV. The charge is 0. The molar mass comes out at 102.01 g/mol. The calculation puts the HOMO-LUMO gap at 8.76 eV.

Geometry (Å):
B  3.066  -0.535  -0.396
C  2.505  -0.101  1.013
C  3.999  -0.962  -1.338
C  -3.501  -0.081  -0.067
C  -2.345  0.414  0.907
S  -0.794  -0.335  0.381
H  2.297  -1.002  1.590
H  1.554  0.419  0.763
H  3.233  0.600  1.543
H  4.963  -0.410  -1.330
H  3.916  -1.681  -2.237
H  -1.372  -1.545  0.230
H  -3.977  -1.054  0.213
H  -4.365  0.643  -0.405
H  -2.959  -0.277  -1.039
H  -2.723  0.146  1.880
H  -2.215  1.546  0.946


A cluster of 2 separate species, ClH2O2PS in total at a distorted geometry. Source: the Open Molecules 2025 dataset; level of theory: ωB97M-V with the def2-TZVPD basis set.

The HOMO energy (alpha / beta) comes out at -9.94 / -9.90 eV. As for the LUMO energy (alpha / beta): -2.029 / -2.027 eV. The charge is 0. The molar mass comes out at 132.51 g/mol. The calculation puts the HOMO-LUMO gap (alpha / beta) at 7.91 / 7.88 eV.

Geometry (Å):
O  -1.083  1.014  0.032
O  1.729  0.459  0.276
P  -0.641  -0.448  -0.128
S  -1.620  -1.668  0.953
Cl  -0.327  -0.968  -2.028
H  -0.283  1.463  -0.078
H  2.225  0.148  0.972


The following total energy values (in eV) correspond, in order, to the records above: -346394.4685; -15835.2107; -36772.8255.